1.
The following is a quantum chemistry calculation of the molecule C7H12, from OMol25.

```
19
Properties=species:S:1:pos:R:3:mulliken_charge:R:1
C -0.666 1.348 -0.675 -0.40
C -0.812 1.734 0.745 -1.02
C -0.761 -1.785 0.625 -1.04
C -0.388 0.054 -1.212 0.37
C 1.233 -0.021 -0.734 0.03
C -0.483 -1.315 -0.749 -0.47
C 1.831 0.011 0.463 -0.99
H -0.463 2.158 -1.366 0.29
H -0.369 0.084 -2.299 0.36
H 1.828 -0.002 -1.637 0.36
H -0.225 -2.060 -1.493 0.34
H 0.181 1.922 1.200 0.24
H -1.300 0.980 1.362 0.21
H -1.378 2.663 0.830 0.38
H 0.134 -1.722 1.272 0.21
H -1.544 -1.216 1.129 0.25
H -1.041 -2.840 0.622 0.36
H 2.911 0.039 0.506 0.25
H 1.313 -0.035 1.408 0.26
```

Results
charge = 0
HOMO-LUMO gap (alpha / beta) = 7.16 / 7.43 eV
LUMO (alpha / beta) = 0.6924 / 0.6667 eV
HOMO (alpha / beta) = -6.5 / -6.8 eV

---

2.
The following is a quantum chemistry calculation of a 2-piece molecular cluster, C7H12 overall, from OMol25.

```
19
Properties=species:S:1:pos:R:3:mulliken_charge:R:1
C -2.469 0.034 0.336 -1.61
C -0.995 -0.167 0.073 0.60
C -0.204 0.928 -0.695 -0.68
C 0.944 0.645 0.251 0.26
C 1.203 -2.000 -1.073 -0.41
C 2.268 0.751 0.156 -0.88
C 0.013 -0.014 1.245 -0.68
H -3.033 0.009 -0.603 0.37
H -2.655 0.999 0.824 0.35
H -2.855 -0.761 0.984 0.37
H -0.808 -1.127 -0.416 0.20
H -0.022 0.795 -1.766 0.31
H -0.634 1.925 -0.523 0.29
H 1.857 -1.511 -1.822 0.18
H 1.918 -2.287 -0.276 0.18
H 2.737 1.227 -0.702 0.28
H 2.923 0.419 0.959 0.28
H -0.351 0.705 1.992 0.29
H 0.371 -0.913 1.756 0.30
```

Results
charge = 0
HOMO-LUMO gap (alpha / beta) = 8.61 / 8.51 eV
LUMO (alpha / beta) = -0.6630 / -0.6648 eV
HOMO (alpha / beta) = -9.3 / -9.2 eV

---

3.
The following is a quantum chemistry calculation of the molecule C7H12, from OMol25.

```
19
Properties=species:S:1:pos:R:3:mulliken_charge:R:1
C -0.292 -1.792 -2.187 -0.76
C -0.300 -1.466 -0.876 -0.17
C -1.279 -0.520 -0.152 -0.67
C -0.596 0.608 0.417 0.48
C -0.843 1.863 -0.061 -0.81
C 0.342 0.299 1.574 -0.62
C 1.729 0.811 0.982 -1.02
H 0.681 -2.036 -2.612 0.25
H -1.181 -2.042 -2.808 0.27
H 0.151 -2.075 -0.084 0.32
H -1.997 -0.964 0.666 0.22
H -1.850 -0.231 -1.055 0.37
H -1.024 2.012 -1.175 0.23
H -0.479 2.757 0.434 0.35
H 0.599 -0.707 1.871 0.28
H 0.145 0.853 2.502 0.35
H 1.799 0.303 -0.020 0.26
H 2.586 0.461 1.618 0.32
H 1.808 1.865 0.968 0.35
```

Results
charge = 0
HOMO-LUMO gap = 9.57 eV
LUMO = 0.7914 eV
HOMO = -8.8 eV
SMILES = C=CCC(=C)CC

---

4.
The following is a quantum chemistry calculation of C7H12 as an isolated structure, from OMol25.

```
19
Properties=species:S:1:pos:R:3:mulliken_charge:R:1
C 0.988 1.542 0.457 -1.58
C 0.031 0.654 -0.389 0.95
C -0.877 1.203 -1.241 -1.13
C -0.485 -0.931 0.610 -0.14
C 0.418 -0.756 -0.437 0.52
C 0.525 -1.644 -1.667 -1.29
C -0.460 -0.509 2.042 -1.47
H 1.088 2.519 -0.024 0.42
H 1.960 1.063 0.399 0.37
H 0.692 1.748 1.477 0.33
H -0.925 2.264 -1.433 0.32
H -1.704 0.590 -1.583 0.29
H -1.491 -1.276 0.335 0.27
H 0.116 -1.009 -2.455 0.36
H 0.009 -2.573 -1.427 0.36
H 1.560 -1.776 -1.964 0.29
H -0.883 -1.293 2.669 0.38
H -1.092 0.362 2.295 0.36
H 0.530 -0.178 2.337 0.40
```

Results
charge = 0
HOMO-LUMO gap = 7.49 eV
LUMO = 0.5254 eV
HOMO = -7.0 eV

---

3 is favored, and the nearest alternative lies 59.4 kJ/mol above it.

---

1.
The following is a quantum chemistry calculation of the molecule C7H12, from OMol25.

```
19
Properties=species:S:1:pos:R:3:mulliken_charge:R:1
C 1.836 -1.244 0.828 -1.62
C 0.455 -1.117 0.196 0.75
C -0.419 -0.022 0.841 -1.20
C -1.262 0.563 -0.318 0.85
C -1.455 2.084 -0.219 -1.46
C -0.670 0.161 -1.652 -0.89
C 0.465 -0.728 -1.303 -0.73
H 2.406 -0.315 0.694 0.39
H 1.762 -1.437 1.904 0.36
H 2.409 -2.063 0.380 0.38
H -0.061 -2.084 0.289 0.26
H -1.028 -0.400 1.673 0.33
H 0.221 0.768 1.258 0.35
H -2.269 0.100 -0.333 0.32
H -0.475 2.575 -0.223 0.37
H -1.959 2.366 0.713 0.34
H -2.030 2.468 -1.065 0.39
H 1.348 -0.147 -1.638 0.33
H 0.725 -1.529 -2.025 0.49
```

Results
charge = 0
HOMO-LUMO gap = 8.57 eV
LUMO = 0.3195 eV
HOMO = -8.2 eV

---

2.
The following is a quantum chemistry calculation of the molecule C7H12, from OMol25.

```
19
Properties=species:S:1:pos:R:3:mulliken_charge:R:1
C 1.072 0.425 3.342 -0.81
C 0.414 0.667 2.129 -0.10
C 0.772 -0.181 1.044 -0.28
C 0.024 -0.434 -0.087 0.71
C 0.408 -1.509 -1.121 -1.61
C -1.146 0.252 -0.751 -0.69
C -0.907 0.769 -2.189 -1.06
H 0.788 1.046 4.114 0.35
H 2.086 -0.051 3.175 0.21
H -0.194 1.568 1.963 0.30
H 1.758 -0.633 0.995 0.33
H 0.735 -2.372 -0.611 0.46
H -0.477 -1.936 -1.631 0.40
H 1.072 -1.209 -1.970 0.31
H -2.186 -0.105 -0.683 0.31
H -1.317 1.236 -0.313 0.26
H -1.825 1.192 -2.675 0.30
H -0.150 1.521 -2.257 0.33
H -0.927 -0.247 -2.473 0.28
```

Results
charge = 0
HOMO-LUMO gap = 9.02 eV
LUMO = 0.8062 eV
HOMO = -8.2 eV
SMILES = C=C/C=C(/C)CC

---

3.
The following is a quantum chemistry calculation of the molecule C7H12, from OMol25.

```
19
Properties=species:S:1:pos:R:3:mulliken_charge:R:1
C 0.178 -2.504 0.262 -1.63
C 0.127 -1.289 0.967 0.07
C -0.575 -0.019 0.597 0.01
C -1.354 0.568 -0.471 -0.70
C -0.300 1.877 -0.748 -0.56
C 1.053 1.460 0.137 -0.57
C 0.795 -0.029 0.147 -0.29
H -0.306 -2.349 -0.655 0.37
H 1.206 -2.833 0.143 0.28
H -0.324 -3.170 0.866 0.48
H 0.497 -1.337 1.950 0.50
H -0.657 0.466 1.486 0.29
H -1.280 0.130 -1.525 0.20
H -2.454 0.878 -0.308 0.28
H -0.691 2.851 -0.365 0.26
H -0.075 2.091 -1.794 0.34
H 1.876 1.530 -0.826 0.22
H 1.484 2.239 0.996 0.29
H 0.802 -0.560 -0.859 0.14
```

Results
charge = 0
HOMO-LUMO gap = 9.63 eV
LUMO = 1.1968 eV
HOMO = -8.4 eV
SMILES = CC1[C@@H]2CCC[C@@H]12

---

4.
The following is a quantum chemistry calculation of the molecule C7H12, from OMol25.

```
19
Properties=species:S:1:pos:R:3:mulliken_charge:R:1
C -1.974 -0.987 -0.719 -0.87
C -0.773 -0.410 -0.739 0.27
C -0.530 0.986 -0.240 -0.48
C -0.174 1.157 1.028 -0.01
C 0.232 2.419 1.743 -1.22
C 0.388 -1.135 -1.375 -0.47
C 1.366 -1.732 -0.347 -1.04
H -2.088 -2.051 -0.927 0.27
H -2.952 -0.549 -0.577 0.32
H -0.790 1.727 -0.984 0.36
H -0.188 0.291 1.679 0.37
H -0.461 3.261 1.708 0.31
H 0.499 2.216 2.776 0.32
H 1.166 2.780 1.293 0.27
H 1.099 -0.441 -1.848 0.29
H 0.204 -1.885 -2.144 0.42
H 1.146 -2.730 0.048 0.28
H 1.493 -0.999 0.452 0.27
H 2.337 -1.919 -0.827 0.34
```

Results
charge = 0
HOMO-LUMO gap = 10.29 eV
LUMO = 1.1215 eV
HOMO = -9.2 eV
SMILES = C=C(/C=C/C)CC

---

4 is favored, and the nearest alternative lies 143.5 kJ/mol above it.

---

1.
The following is a quantum chemistry calculation of the molecule C3H7ClN2O, from OMol25.

```
14
Properties=species:S:1:pos:R:3:mulliken_charge:R:1
C -1.417 0.976 -0.774 -0.72
N -0.499 1.062 0.315 -0.34
N 1.021 0.488 -0.258 -0.10
Cl 1.527 1.111 -1.716 -0.04
C 1.361 -0.803 0.152 0.49
C 0.354 -1.442 1.092 -0.70
O 2.399 -1.297 -0.224 -0.57
H -1.054 0.487 -1.701 0.29
H -2.421 0.402 -0.375 0.22
H -1.626 2.000 -1.023 0.37
H -0.045 1.887 0.644 0.29
H -0.468 -0.719 1.327 0.35
H -0.010 -2.362 0.478 0.20
H 0.880 -1.789 2.061 0.28
```

Results
charge = 0
HOMO-LUMO gap = 10.11 eV
LUMO = 0.5267 eV
HOMO = -9.6 eV
SMILES = CNN(Cl)C(C)=O

---

2.
The following is a quantum chemistry calculation of a 2-piece molecular cluster, C3H7ClN2O overall, from OMol25.

```
14
Properties=species:S:1:pos:R:3:mulliken_charge:R:1
C 0.139 1.734 -0.604 -1.14
C 1.186 0.855 -0.002 0.84
O 1.954 1.372 1.032 -0.46
N 1.439 -0.276 -0.514 -0.37
Cl 2.707 -1.253 0.165 -0.18
H 0.501 2.671 -0.314 0.34
H 0.041 1.437 -1.579 0.36
H -0.761 1.410 -0.250 0.33
H 2.853 1.086 0.908 0.29
C -2.184 -1.863 0.567 -0.26
N -1.665 -1.084 -0.258 -0.37
H -2.225 -3.086 0.450 0.16
H -2.639 -1.536 1.508 0.25
H -1.346 -1.469 -1.107 0.21
```

Results
charge = 0
HOMO-LUMO gap = 10.76 eV
LUMO = 0.8377 eV
HOMO = -9.9 eV
SMILES = C/C(O)=N/Cl.C=N

---

2 is favored, and the nearest alternative lies 91.1 kJ/mol above it.